Record 1
A molecular structure, C41H24Br3Cl3F10GeN7O2W. Source: the OMol25 dataset; level of theory: ωB97M-V/def2-TZVPD.

The net charge is +2. The expectation value of S² is 0.787. As for the energy above the lowest of the compared OMol25 structures with the same formula, charge and spin: 1.275 eV. The multiplicity is 2. Its HOMO energy (spin up / spin down) is -0.477 / -0.478 Ha. For the LUMO energy (spin up / spin down), the calculation gives -6.9 / -7.5 eV. Its HOMO-LUMO gap (spin up / spin down) is 0.2238 / 0.2033 Eh.

Last column: Löwdin charge in e.
Geometry (Å):
1 W -0.122 0.063 0.730  1.705
2 C -0.794 -3.173 -0.081  -0.073
3 N -0.098 -1.948 -0.577  -0.280
4 C 1.289 -2.366 -0.876  -0.192
5 C 2.076 -1.138 -1.173  -0.214
6 N 1.833 -0.143 -0.114  -0.149
7 C 2.996 0.671 -0.033  -0.180
8 C 3.598 1.100 1.154  -0.180
9 F 3.028 0.847 2.331  0.019
10 C 4.780 1.821 1.213  -0.135
11 F 5.253 2.190 2.397  0.154
12 C 5.458 2.148 0.059  -0.132
13 F 6.594 2.828 0.095  0.159
14 C 4.908 1.747 -1.144  -0.131
15 F 5.526 2.040 -2.288  0.128
16 C 3.709 1.059 -1.183  -0.152
17 F 3.247 0.791 -2.416  0.095
18 C -0.762 -1.552 -1.848  -0.149
19 C -1.993 -0.816 -1.448  -0.175
20 N -1.568 0.335 -0.628  -0.107
21 C -2.623 1.309 -0.632  -0.141
22 C -2.463 2.681 -0.796  -0.143
23 F -1.247 3.234 -0.888  0.113
24 C -3.520 3.578 -0.829  -0.133
25 F -3.255 4.872 -0.983  0.146
26 C -4.822 3.144 -0.690  -0.126
27 F -5.829 3.996 -0.716  0.173
28 C -5.035 1.788 -0.496  -0.128
29 F -6.261 1.325 -0.306  0.161
30 C -3.964 0.916 -0.453  -0.142
31 F -4.272 -0.353 -0.157  0.114
32 H -0.704 -3.940 -0.853  0.119
33 H -1.835 -2.987 0.134  0.041
34 H -0.322 -3.540 0.824  0.028
35 H 1.283 -3.063 -1.718  0.151
36 H 1.688 -2.899 -0.011  0.084
37 H 1.789 -0.735 -2.147  0.103
38 H 3.135 -1.390 -1.234  0.145
39 H -0.981 -2.442 -2.441  0.149
40 H -0.099 -0.899 -2.411  0.107
41 H -2.641 -1.478 -0.877  0.111
42 H -2.556 -0.468 -2.315  0.151
43 Br 6.897 4.585 -6.800  0.854
44 C 5.751 5.255 -5.480  -0.660
45 C 5.083 6.457 -5.702  -0.087
46 C 4.250 6.957 -4.723  0.020
47 C 4.071 6.223 -3.550  -0.257
48 C 4.753 5.025 -3.315  0.002
49 C 5.598 4.543 -4.289  -0.089
50 N 3.214 6.780 -2.594  0.179
51 N 2.787 6.291 -1.587  0.174
52 C 2.374 5.094 -1.089  -0.182
53 C 2.371 4.979 0.303  0.052
54 C 1.862 3.855 0.916  0.025
55 C 1.293 2.823 0.166  -0.285
56 O 0.734 1.847 0.846  -0.297
57 C 1.296 2.905 -1.279  -0.174
58 N 0.727 1.896 -1.969  0.118
59 C 0.588 2.027 -3.265  -0.099
60 C 1.009 3.160 -3.981  0.007
61 C 1.618 4.175 -3.302  0.024
62 C 1.792 4.067 -1.909  -0.067
63 H 5.233 6.996 -6.626  0.117
64 H 3.733 7.899 -4.848  0.133
65 H 4.640 4.494 -2.380  0.110
66 H 6.147 3.626 -4.135  0.103
67 H 2.768 5.796 0.892  0.139
68 H 1.868 3.766 1.994  0.142
69 H 0.112 1.206 -3.792  0.120
70 H 0.844 3.222 -5.048  0.124
71 H 1.940 5.059 -3.834  0.113
72 Br -3.602 -3.307 2.371  0.891
73 C -3.588 -1.461 2.678  -0.577
74 C -4.671 -0.869 3.357  -0.129
75 C -4.717 0.477 3.580  -0.605
76 Br -6.181 1.218 4.499  0.869
77 C -3.671 1.318 3.118  -0.167
78 C -3.582 2.707 3.319  0.024
79 C -2.490 3.380 2.838  0.007
80 C -1.504 2.695 2.123  -0.084
81 N -1.573 1.400 1.865  -0.052
82 C -2.620 0.706 2.412  -0.178
83 C -2.557 -0.681 2.212  -0.380
84 O -1.478 -1.141 1.571  -0.423
85 H -5.473 -1.505 3.704  0.112
86 H -4.365 3.223 3.858  0.101
87 H -2.375 4.443 2.992  0.127
88 H -0.661 3.237 1.728  0.110
89 Cl 3.095 -2.211 2.434  0.300
90 Ge 1.038 -1.734 2.297  -0.099
91 Cl 0.478 0.137 3.358  0.421
92 Cl 0.048 -3.266 3.391  0.280

Force components x, y, z for each atom (eV/Å):
W 0.17 -0.44 0.11
C -0.01 0.06 -0.01
N -0.06 0.00 -0.15
C -0.03 0.02 0.11
C -0.14 -0.23 0.05
N 0.19 -0.07 -0.20
C -0.03 0.17 -0.03
C -0.09 -0.07 0.07
F -0.19 -0.06 0.02
C -0.04 0.00 0.14
F -0.02 -0.01 -0.06
C 0.03 0.00 -0.10
F -0.07 -0.03 -0.01
C 0.02 0.01 0.01
F -0.02 0.05 0.00
C 0.00 0.00 -0.09
F 0.20 0.16 0.08
C 0.08 0.06 0.05
C 0.13 -0.05 -0.14
N -0.09 0.11 -0.24
C -0.21 -0.01 0.18
C 0.13 0.13 -0.08
F -0.13 -0.08 0.06
C 0.08 0.07 -0.02
F -0.03 -0.06 0.01
C 0.00 -0.09 -0.01
F 0.03 -0.04 0.00
C -0.03 0.12 0.01
F 0.03 0.02 0.00
C 0.05 -0.10 0.07
F -0.02 0.04 -0.04
H 0.00 0.00 -0.01
H -0.02 0.01 0.01
H -0.01 0.02 0.02
H 0.01 0.01 -0.01
H 0.01 0.00 -0.03
H 0.04 -0.08 0.08
H 0.00 -0.06 0.05
H -0.01 -0.01 0.02
H -0.02 0.01 0.02
H -0.05 0.04 -0.04
H 0.06 0.03 -0.02
Br -0.04 0.02 0.04
C 0.02 0.02 -0.06
C 0.03 0.01 -0.05
C 0.01 -0.05 0.04
C 0.15 -0.04 0.19
C 0.11 0.03 -0.13
C -0.02 -0.01 0.04
N -0.13 0.10 -0.02
N 0.06 -0.04 -0.03
C 0.03 0.15 -0.07
C -0.03 -0.05 0.03
C 0.01 0.04 0.00
C 0.11 -0.02 0.18
O -0.18 0.30 -0.25
C -0.10 0.07 -0.14
N -0.01 0.06 -0.04
C 0.07 -0.05 0.01
C -0.02 -0.03 -0.01
C -0.01 0.07 -0.04
C -0.14 -0.16 0.12
H 0.00 0.00 0.00
H -0.01 0.00 0.00
H 0.00 -0.01 0.01
H 0.01 -0.02 0.00
H 0.02 0.00 0.00
H 0.01 -0.02 0.00
H 0.01 -0.01 0.00
H 0.00 -0.01 0.00
H -0.08 -0.07 0.02
Br -0.02 -0.02 0.01
C 0.09 0.06 -0.03
C -0.05 -0.10 0.01
C 0.00 0.09 0.01
Br 0.02 -0.03 -0.01
C 0.02 -0.08 -0.02
C 0.00 0.02 0.00
C -0.02 0.07 0.02
C -0.02 -0.06 -0.24
N -0.01 0.08 0.45
C 0.09 -0.12 -0.08
C -0.14 0.00 0.00
O -0.03 -0.05 0.24
H 0.00 0.01 0.00
H 0.01 0.01 0.00
H 0.00 0.00 0.01
H 0.04 -0.03 -0.01
Cl 0.01 0.05 -0.11
Ge -0.30 0.01 0.10
Cl 0.38 0.10 -0.02
Cl 0.10 0.06 -0.06

***

Record 2
5 unconnected molecules or ions with the total composition C41H28N2O8S. Source: the OMol25 dataset; level of theory: ωB97M-V/def2-TZVPD.

As for the energy above the lowest of the compared OMol25 structures with the same formula, charge and spin: 0.000 eV. Its HOMO energy is -0.287 Ha. For the LUMO energy, the calculation gives -1.7 eV. Its HOMO-LUMO gap is 0.2240 Eh.

Last column: Löwdin charge in e.
Geometry (Å):
1 C 2.902 0.274 1.799  -0.049
2 C 4.032 0.906 2.486  -0.028
3 C 4.684 1.921 1.655  -0.019
4 C 4.191 2.183 0.328  -0.291
5 C 4.932 3.325 -0.455  -0.171
6 C 6.200 3.146 -1.153  -0.033
7 C 6.759 4.312 -1.843  -0.078
8 C 6.112 5.632 -1.855  -0.011
9 C 4.847 5.822 -1.118  -0.218
10 C 4.285 4.630 -0.444  -0.357
11 S 2.716 4.960 0.444  0.950
12 C 3.142 6.573 1.203  -0.422
13 C 2.815 6.885 2.581  -0.092
14 C 3.225 8.180 3.125  -0.091
15 C 3.931 9.098 2.249  -0.090
16 C 4.246 8.792 0.846  -0.018
17 C 3.868 7.492 0.295  -0.226
18 N 4.153 7.092 -1.077  0.050
19 N 3.177 1.604 -0.381  0.119
20 C 2.597 0.669 0.432  -0.143
21 H 2.284 -0.510 2.335  0.088
22 H 4.329 0.635 3.520  0.104
23 H 5.557 2.489 2.049  0.118
24 H 6.725 2.167 -1.144  0.108
25 H 7.734 4.145 -2.371  0.097
26 H 6.592 6.472 -2.421  0.103
27 H 2.288 6.107 3.185  0.103
28 H 2.992 8.387 4.197  0.098
29 H 4.246 10.079 2.668  0.093
30 H 4.771 9.531 0.187  0.107
31 H 4.699 7.826 -1.552  0.094
32 H 1.740 0.124 -0.054  0.093
33 O -2.186 -3.409 -1.235  0.104
34 C -1.647 -2.952 -0.247  -0.376
35 C -1.329 -3.806 0.922  0.028
36 C -0.739 -3.301 2.005  0.033
37 C -0.379 -1.867 2.081  -0.391
38 O 0.162 -1.394 3.060  0.091
39 C -0.694 -1.022 0.923  0.004
40 C -1.281 -1.519 -0.163  0.031
41 H -1.601 -4.853 0.846  0.091
42 H -0.498 -3.906 2.869  0.124
43 H -0.418 0.022 1.009  0.119
44 H -1.516 -0.908 -1.026  0.125
45 O -2.173 -6.884 0.011  0.097
46 C -3.343 -7.009 0.316  -0.373
47 C -3.886 -8.313 0.760  0.033
48 C -5.168 -8.449 1.093  0.028
49 C -6.104 -7.304 1.034  -0.379
50 O -7.275 -7.430 1.340  0.098
51 C -5.562 -6.000 0.590  0.029
52 C -4.280 -5.863 0.257  0.029
53 H -3.188 -9.140 0.798  0.126
54 H -5.582 -9.395 1.419  0.098
55 H -6.261 -5.174 0.552  0.124
56 H -3.866 -4.917 -0.070  0.101
57 O 4.983 8.872 -3.569  0.083
58 C 4.054 9.085 -4.324  -0.372
59 C 4.243 9.849 -5.577  0.021
60 C 3.225 10.084 -6.402  0.024
61 C 1.861 9.588 -6.103  -0.386
62 O 0.934 9.800 -6.857  0.111
63 C 1.674 8.822 -4.849  0.027
64 C 2.692 8.588 -4.023  0.027
65 H 5.246 10.203 -5.781  0.122
66 H 3.343 10.641 -7.323  0.123
67 H 0.671 8.468 -4.645  0.125
68 H 2.575 8.030 -3.102  0.112
69 O -6.071 -12.075 1.309  0.095
70 C -7.241 -12.201 1.615  -0.382
71 C -7.783 -13.505 2.059  0.020
72 C -9.065 -13.643 2.392  0.022
73 C -10.003 -12.497 2.333  -0.386
74 O -11.171 -12.623 2.639  0.109
75 C -9.460 -11.193 1.889  0.030
76 C -8.178 -11.056 1.557  0.025
77 H -7.084 -14.331 2.097  0.122
78 H -9.480 -14.588 2.718  0.122
79 H -10.158 -10.366 1.851  0.126
80 H -7.763 -10.110 1.231  0.097

Force components x, y, z for each atom (eV/Å):
C 1.33 1.03 0.02
C -1.24 0.72 -3.31
C -1.26 -1.52 0.58
C 1.76 1.50 -0.77
C 0.14 0.96 -0.12
C -1.26 2.47 0.03
C -1.28 -0.13 0.76
C -0.82 -1.70 1.09
C 1.50 -2.52 -0.70
C 1.15 1.22 -0.75
S 0.94 0.42 0.13
C 0.92 0.92 -0.54
C 1.21 1.18 -1.38
C 0.21 -1.06 -2.11
C -0.48 -1.15 -0.54
C -0.94 -1.53 1.00
C -0.83 0.83 2.43
N 0.88 -0.44 1.71
N 0.99 -0.98 3.97
C -1.10 -1.12 0.35
H 0.77 1.13 -0.96
H -0.19 0.34 -0.96
H -0.86 -0.41 -0.55
H -0.52 0.91 -0.06
H -1.11 0.46 0.49
H -0.60 -0.85 0.70
H 0.56 0.89 -0.55
H 0.35 0.09 -1.17
H -0.25 -0.84 -0.47
H -0.51 -0.73 0.85
H -0.38 -0.55 0.14
H 0.93 0.55 0.55
O -0.03 0.08 0.14
C -0.01 -0.07 -0.15
C 0.05 -0.05 0.26
C -0.09 -0.12 -0.08
C 0.11 -0.11 0.32
O 0.01 -0.13 0.08
C -0.16 0.30 -0.46
C 0.06 0.14 0.02
H 0.09 0.04 -0.10
H 0.02 0.03 0.01
H -0.02 0.00 0.02
H -0.01 -0.04 -0.01
O -0.15 -0.05 0.13
C 0.16 -0.04 -0.10
C -0.10 -0.13 0.04
C 0.11 -0.10 0.02
C -0.20 0.00 0.04
O 0.14 -0.05 -0.06
C 0.12 0.11 -0.04
C -0.16 0.15 0.05
H 0.01 0.02 -0.02
H 0.05 -0.03 -0.02
H -0.02 -0.03 0.01
H 0.02 -0.04 -0.09
O 0.02 0.05 0.01
C 0.00 -0.07 0.09
C 0.01 0.08 -0.16
C 0.21 0.03 0.03
C -0.24 0.01 -0.14
O 0.13 -0.01 0.08
C 0.09 -0.06 0.15
C -0.19 -0.05 0.05
H 0.00 -0.02 0.04
H -0.05 -0.01 0.00
H 0.00 0.02 -0.04
H 0.06 -0.02 0.01
O -0.13 0.04 0.06
C 0.18 0.02 -0.06
C -0.12 -0.15 0.06
C 0.19 -0.10 -0.02
C -0.26 0.00 0.06
O 0.14 0.00 -0.03
C 0.13 0.13 -0.06
C -0.11 0.09 -0.01
H 0.03 0.03 -0.02
H -0.04 0.03 0.00
H -0.01 -0.03 0.01
H -0.05 0.03 0.02

***

Strongest force on any atom in eV/A, matching the order above: 0.48; 4.21